Entry 1:
The following is a quantum chemistry calculation of C27H28BrNO3P2Pb as an isolated structure, from OMol25.

Values from the calculation:
total charge: +2
HOMO level: -14.2 eV
maximum force: 3.51 eV/A
calculated total energy: -4775.111474 Eh
energy above the lowest of the compared OMol25 structures with the same formula, charge and spin: 6.3 kcal per mole
LUMO level: -0.324 Ha

```
63
C27H28BrNO3P2Pb | OMol25 | ωB97M-V with the def2-TZVPD basis set
C -3.16 -3.62 0.00
C -2.11 -3.00 -0.68
C -2.32 -1.66 -1.17
C -3.29 -0.87 -0.50
C -4.31 -1.50 0.24
C -4.27 -2.88 0.42
C -3.04 0.60 -0.45
C -2.44 1.07 -1.74
C -1.53 0.19 -2.37
C -0.49 0.78 -3.17
C -0.71 2.05 -3.70
C -1.80 2.83 -3.26
C -2.61 2.37 -2.24
H -3.08 -4.69 0.23
H -5.11 -0.89 0.66
H -5.10 -3.39 0.92
H -3.93 1.17 -0.17
H 0.00 2.45 -4.44
H -1.98 3.80 -3.72
H -3.40 3.00 -1.81
N -1.52 -1.15 -2.15
Pb -0.14 0.31 1.47
C -0.72 -3.59 -0.79
H -0.31 -3.39 -1.79
H -0.73 -4.67 -0.55
C 0.83 0.05 -3.25
H 0.63 -1.00 -3.50
H 1.51 0.53 -3.97
P 0.48 -2.76 0.41
P 1.69 0.00 -1.57
C 2.40 1.68 -1.60
H 3.17 1.77 -0.82
H 2.85 1.89 -2.58
H 1.61 2.41 -1.39
C 3.17 -0.97 -2.07
H 3.70 -0.46 -2.89
H 3.85 -1.07 -1.21
H 2.86 -1.97 -2.39
C -0.15 -3.44 1.99
H -0.28 -4.53 1.91
H 0.55 -3.20 2.80
H -1.12 -2.99 2.23
C 1.96 -3.79 0.17
H 2.78 -3.40 0.79
H 1.76 -4.84 0.45
H 2.28 -3.75 -0.88
C 2.52 -0.37 1.32
O 3.66 -0.33 1.51
H -2.23 0.80 0.41
Br -1.18 1.38 3.92
C 0.53 2.45 3.70
C 1.58 2.22 4.58
C 2.75 2.98 4.46
C 2.84 3.97 3.48
C 1.79 4.17 2.58
C 0.63 3.38 2.68
C -0.42 3.41 1.58
O -1.32 4.23 1.58
O -0.21 2.46 0.68
H 1.48 1.46 5.34
H 3.59 2.79 5.13
H 3.73 4.59 3.40
H 1.85 4.93 1.79
```

Results of the Löwdin charge analysis, in e, for atoms 1 through 6: -0.004, -0.183, -0.182, -0.133, 0.005, 0.009

Entry 2:
The following is a quantum chemistry calculation of a single C22H20N2OS3 molecule, from OMol25.

Values from the calculation:
HOMO level: -8.2 eV
SMILES: CCOCCSc1nc2c(c(-c3cccs3)c1C#N)CC/C2=C/c1cccs1
maximum force: 3.82 eV/A
calculated total energy: -2229.515221 Eh
energy above the lowest of the compared OMol25 structures with the same formula, charge and spin: 66.4 kcal per mole
LUMO level: -0.030 Ha

```
48
C22H20N2OS3 | OMol25 | ωB97M-V with the def2-TZVPD basis set
N 1.56 0.14 4.20
C 1.22 0.21 3.10
N -0.01 -0.74 -0.20
O -1.74 -2.97 4.40
S 0.00 -2.76 -2.49
S 3.66 3.25 1.60
S 0.03 -2.36 1.83
C -0.97 -4.04 -3.23
C 3.21 4.71 2.49
C -1.94 -3.55 -4.05
C 1.84 4.74 2.80
C -1.81 -2.06 -4.24
C 1.13 3.56 2.22
C -0.91 -1.57 -3.34
C 1.92 2.67 1.58
C -0.34 -0.18 -3.33
C 0.26 0.63 -2.39
C 0.37 -0.79 1.04
C 0.36 0.38 -0.92
C 1.04 0.30 1.69
C 1.31 1.49 0.94
C 0.93 1.50 -0.36
C -1.53 -3.41 6.76
C -1.53 -2.37 5.67
C -1.98 -1.93 3.41
C -1.79 -2.38 1.97
C 0.72 2.05 -2.74
C 1.13 2.61 -1.33
H -0.91 -5.09 -2.91
H 3.75 5.59 2.71
H -2.68 -4.29 -4.47
H 1.34 5.39 3.50
H -2.25 -1.56 -5.04
H 0.03 3.42 2.44
H -0.27 0.27 -4.31
H -2.48 -3.89 6.71
H -0.67 -4.06 6.49
H -1.26 -3.05 7.70
H -2.30 -1.52 5.86
H -0.58 -1.88 5.67
H -3.05 -1.56 3.39
H -1.37 -1.03 3.54
H -2.35 -1.77 1.25
H -2.27 -3.34 1.82
H 1.64 1.89 -3.36
H 0.02 2.65 -3.37
H 2.18 3.00 -1.38
H 0.51 3.51 -1.08
```

Results of the Löwdin charge analysis, in e, for atoms 1 through 6: 0.189, -0.216, 0.098, -0.149, 1.022, 0.981

Entry 3:
The following is a quantum chemistry calculation of C25H14BrF4HfNO3PS4 as an isolated structure, from OMol25.

Values from the calculation:
total charge: +1
HOMO level: -10.5 eV
maximum force: 0.83 eV/A
calculated total energy: -6197.055283 Eh
LUMO level: -0.148 Ha

```
54
C25H14BrF4HfNO3PS4 | OMol25 | ωB97M-V with the def2-TZVPD basis set
Hf -0.01 0.34 0.25
O -2.94 6.48 -0.22
C -2.38 5.43 -0.11
S -2.62 4.34 1.28
C -1.39 3.19 0.82
C -0.69 3.44 -0.29
S 0.59 2.41 -0.93
S -1.07 4.89 -1.18
S -1.18 1.79 1.87
F 5.35 -5.37 -0.26
C 4.74 -4.20 -0.28
C 5.49 -3.04 -0.32
F 6.81 -3.11 -0.34
C 4.86 -1.81 -0.34
F 5.63 -0.73 -0.36
C 3.47 -1.71 -0.33
P 2.67 -0.08 -0.34
C 3.12 0.64 1.26
C 2.18 0.44 2.27
C 2.35 0.96 3.54
C 3.50 1.70 3.80
C 4.45 1.89 2.81
C 4.27 1.36 1.54
C 3.46 0.79 -1.71
C 3.75 2.15 -1.65
C 4.29 2.78 -2.76
C 4.51 2.07 -3.93
C 4.20 0.72 -3.99
C 3.67 0.08 -2.89
C 2.75 -2.89 -0.26
Br 0.87 -2.87 -0.14
C 3.36 -4.12 -0.24
F 2.66 -5.25 -0.18
H 1.30 -0.20 2.12
H 1.61 0.80 4.31
H 3.65 2.11 4.79
H 5.35 2.45 3.03
H 5.01 1.52 0.77
H 3.55 2.72 -0.75
H 4.52 3.84 -2.72
H 4.93 2.57 -4.80
H 4.36 0.16 -4.91
H 3.43 -0.98 -2.94
O -1.45 -0.24 -1.14
C -2.03 -1.05 -0.31
C -3.26 -1.86 -0.51
C -3.46 -2.49 0.87
C -2.20 -2.14 1.65
O -1.84 -2.54 2.71
N -1.45 -1.20 0.87
H -3.06 -2.60 -1.30
H -4.09 -1.24 -0.86
H -3.60 -3.57 0.86
H -4.31 -2.06 1.40
```

Results of the Löwdin charge analysis, in e, for atoms 1 through 6: 1.135, -0.019, -0.981, 0.991, -1.127, -1.113

Entry 4:
The following is a quantum chemistry calculation of a single C20H21ClF3N5O5S molecule, from OMol25.

Values from the calculation:
HOMO level: -8.4 eV
SMILES: CC(=O)Nc1ccc(S(=O)(=O)NOCC(=O)N2CCN(c3ncc(C(F)(F)F)cc3Cl)CC2)cc1
maximum force: 0.77 eV/A
calculated total energy: -2582.682878 Eh
energy above the lowest of the compared OMol25 structures with the same formula, charge and spin: 0.0 kcal per mole
LUMO level: 0.019 Ha

```
56
C20H21ClF3N5O5S | OMol25 | ωB97M-V with the def2-TZVPD basis set
C -6.44 0.39 -2.12
C -5.08 -0.27 -2.08
O -4.43 -0.52 -3.06
N -4.68 -0.54 -0.80
C -3.47 -1.08 -0.35
C -2.49 -1.54 -1.22
C -1.30 -2.03 -0.72
C -1.09 -2.05 0.65
C -2.07 -1.62 1.53
C -3.26 -1.15 1.03
H -4.03 -0.80 1.70
H -1.87 -1.65 2.59
S 0.49 -2.52 1.29
O 0.50 -2.43 2.72
O 0.97 -3.71 0.66
N 1.39 -1.17 0.72
H 2.12 -0.90 1.37
O 1.90 -1.42 -0.56
C 3.17 -2.08 -0.55
C 4.21 -1.05 -0.07
O 4.72 -1.14 1.02
N 4.44 0.00 -0.89
C 3.81 0.25 -2.17
H 2.99 -0.44 -2.33
C 3.26 1.69 -2.16
N 2.87 2.03 -0.81
C 1.65 1.86 -0.25
N 1.58 2.23 1.03
C 0.44 2.26 1.69
C -0.77 1.92 1.10
C -0.73 1.44 -0.21
C 0.47 1.39 -0.89
Cl 0.39 0.66 -2.45
H -1.63 1.11 -0.70
C -2.05 2.05 1.85
F -2.15 1.20 2.88
F -2.20 3.28 2.39
F -3.14 1.85 1.09
H 0.50 2.58 2.72
C 4.04 2.21 0.04
H 4.43 3.22 -0.09
H 3.72 2.08 1.07
C 5.11 1.16 -0.35
H 5.68 0.85 0.53
H 5.80 1.55 -1.10
H 4.03 2.41 -2.46
H 2.42 1.79 -2.85
H 4.54 0.14 -2.98
H 3.34 -2.43 -1.57
H 3.16 -2.93 0.13
H -0.52 -2.39 -1.37
H -2.66 -1.51 -2.29
H -5.29 -0.24 -0.05
H -6.72 0.57 -3.15
H -7.18 -0.26 -1.65
H -6.42 1.33 -1.58
```

Results of the Löwdin charge analysis, in e, for atoms 1 through 6: 0.003, -0.506, 0.077, 0.126, -0.220, -0.001

Entry 5:
The following is a quantum chemistry calculation of C23H36BBeCl2F3KN2NaO11S2 as an isolated structure, from OMol25.

Values from the calculation:
HOMO level: -7.3 eV
maximum force: 8.58 eV/A
calculated total energy: -4652.180115 Eh
energy above the lowest of the compared OMol25 structures with the same formula, charge and spin: 306.3 kcal per mole
LUMO level: -0.224 Ha

```
83
C23H36BBeCl2F3KN2NaO11S2 | OMol25 | ωB97M-V with the def2-TZVPD basis set
O -0.37 -2.79 1.40
C 0.13 -3.70 0.54
C 1.11 -3.31 -0.75
B 0.28 -3.15 -2.17
C -0.51 -4.44 -2.88
C 0.47 -5.79 -2.94
F -0.37 -6.95 -3.41
C 0.19 -1.72 -3.05
C 0.32 -0.38 -2.12
S -1.31 0.11 -1.26
C -0.77 1.61 -0.20
N -0.84 3.09 -0.50
N -0.25 3.63 0.67
C 0.18 2.53 1.65
O -0.18 1.21 1.09
C -0.17 -5.33 0.74
C -1.72 -5.85 0.65
C -2.04 -7.44 0.88
C -0.84 -8.52 1.21
C 0.72 -7.97 1.26
C 1.07 -6.38 1.03
H 1.89 -4.21 -0.82
H 1.73 -2.38 -0.43
H -1.55 -4.67 -2.38
H -0.75 -4.20 -4.03
H 0.96 -5.98 -1.88
H 1.25 -5.59 -3.79
H 1.15 -1.74 -3.75
H -0.79 -1.77 -3.71
H 0.60 0.58 -2.78
H 1.13 -0.45 -1.26
H 0.71 2.59 2.69
H -2.56 -5.06 0.42
H -3.18 -7.78 0.80
H -1.11 -9.64 1.41
H 1.56 -8.77 1.46
H 2.19 -6.04 1.06
Be 1.42 1.46 3.74
C 0.24 5.39 -2.35
O 0.88 5.64 -3.60
C 0.37 4.94 -4.64
O -0.56 4.14 -4.59
O 1.06 5.27 -5.76
C 0.63 4.60 -6.94
H 0.73 6.00 -1.59
H -0.82 5.67 -2.40
H 0.35 4.34 -2.07
H -0.41 4.86 -7.17
H 0.75 3.52 -6.84
H 1.25 4.95 -7.77
F -0.31 2.36 -8.13
O 3.56 -2.31 0.60
H 3.04 -2.27 1.38
K -3.27 -0.19 -2.60
F 0.11 -3.30 -5.05
O 0.36 0.21 6.64
S -0.17 -0.42 7.83
O -0.18 -1.86 8.00
O -1.67 0.15 8.11
C -2.65 0.01 7.09
C -3.13 -1.43 6.97
C 0.62 0.30 9.25
H -2.27 0.39 6.14
H -3.50 0.64 7.37
H -2.32 -2.08 6.63
H -3.94 -1.50 6.25
H -3.47 -1.81 7.93
H 0.61 1.38 9.15
H 1.66 -0.07 9.27
H 0.10 -0.03 10.15
C -1.42 8.41 -4.73
C -2.49 8.23 -3.67
O -2.22 7.42 -2.75
O -3.53 8.93 -3.84
H -0.55 7.78 -4.52
H -1.82 8.13 -5.71
H -1.09 9.45 -4.76
C 4.90 2.59 2.23
Cl 3.98 2.33 3.71
Cl 3.87 2.47 0.80
H 5.35 3.58 2.26
H 5.69 1.83 2.17
Na 1.99 6.58 -6.97
```

Results of the Löwdin charge analysis, in e, for atoms 1 through 6: -0.055, -0.203, -0.044, -0.217, -0.101, -0.104

Entry 6:
The following is a quantum chemistry calculation of a single C4H2BrN3 molecule, from OMol25.

Values from the calculation:
HOMO level: -8.3 eV
maximum force: 1.19 eV/A
calculated total energy: -2891.727169 Eh
energy above the lowest of the compared OMol25 structures with the same formula, charge and spin: 42.2 kcal per mole
LUMO level: -0.033 Ha

```
10
C4H2BrN3 | OMol25 | ωB97M-V with the def2-TZVPD basis set
C -0.75 -4.12 -0.02
C -0.42 -0.43 0.05
C -0.66 -2.82 0.30
C 1.83 -1.10 0.05
N -0.85 -5.27 -0.16
N -0.80 -1.65 0.09
N 0.94 -0.14 0.01
Br 3.60 -0.41 0.00
H -1.14 0.36 0.01
H 1.15 0.86 -0.04
```

Results of the Löwdin charge analysis, in e, for atoms 1 through 6: -0.224, -0.170, -0.014, -0.556, 0.170, 0.080

Entry 7:
The following is a quantum chemistry calculation of C5H12N2Si as an isolated structure, from OMol25.

Values from the calculation:
HOMO level (spin up / spin down): -4.1 / -8.8 eV
2S+1: 3
maximum force: 3.79 eV/A
calculated total energy: -596.516598 Eh
energy above the lowest of the compared OMol25 structures with the same formula, charge and spin: 46.2 kcal per mole
LUMO level (spin up / spin down): 0.026 / -0.093 Ha

```
20
C5H12N2Si | OMol25 | ωB97M-V with the def2-TZVPD basis set
C -1.93 -1.88 0.31
C -2.02 -0.56 0.31
C 1.87 -0.16 0.67
C 1.66 -1.05 -0.49
C -1.05 2.38 -0.57
N 0.71 0.56 1.00
N 0.72 -0.51 -1.44
Si -0.66 0.60 0.01
H -2.77 -2.60 0.43
H -0.88 -2.41 0.09
H -2.97 -0.03 0.49
H 2.10 -0.85 1.49
H 2.79 0.60 0.48
H 2.62 -1.44 -0.87
H 1.26 -1.95 0.03
H -2.05 2.65 -1.01
H -0.99 2.98 0.35
H -0.28 2.63 -1.28
H 0.82 0.74 1.99
H 1.07 0.31 -1.99
```

Results of the Löwdin charge analysis, in e, for atoms 1 through 6: -0.171, -0.373, -0.337, -0.319, -0.213, -0.128

Entry 8:
The following is a quantum chemistry calculation of a 2-piece molecular cluster, C5H13BNO2 overall, from OMol25.

Values from the calculation:
total charge: +1
HOMO level: -12.5 eV
maximum force: 5.14 eV/A
calculated total energy: -428.105510 Eh
energy above the lowest of the compared OMol25 structures with the same formula, charge and spin: 104.6 kcal per mole
LUMO level: -0.117 Ha

```
22
C5H13BNO2 | OMol25 | ωB97M-V with the def2-TZVPD basis set
B 0.94 -1.13 -1.63
C -1.58 1.09 1.18
C -0.40 -0.02 1.22
C -1.12 2.26 0.36
C 0.48 0.55 0.13
C 1.57 -2.80 0.07
N -0.18 1.71 -0.62
O 0.68 -0.60 -2.78
O 1.28 -2.30 -1.18
H -2.52 0.74 0.90
H -1.95 1.32 2.16
H 0.03 0.09 2.25
H -0.85 -1.03 1.11
H -2.16 2.68 -0.08
H -0.67 2.98 1.01
H 1.50 0.82 0.49
H 2.19 -3.75 0.15
H 0.47 -3.01 0.42
H 2.10 -2.01 0.60
H -0.74 1.19 -1.18
H 0.47 2.41 -1.09
H 0.46 -1.18 -3.51
```

Results of the Löwdin charge analysis, in e, for atoms 1 through 6: -0.412, -0.167, -0.150, -0.159, -0.119, -0.062

Entry 9:
The following is a quantum chemistry calculation of an isolated ion of composition C5H10IN2 and charge +1, from OMol25.

Values from the calculation:
total charge: +1
HOMO level: -12.3 eV
SMILES: C[C@H]1N(I)C=C[N@@H+]1C
maximum force: 4.74 eV/A
calculated total energy: -603.378562 Eh
energy above the lowest of the compared OMol25 structures with the same formula, charge and spin: 58.7 kcal per mole
LUMO level: -0.147 Ha

```
18
C5H10IN2 | OMol25 | ωB97M-V with the def2-TZVPD basis set
C -0.48 2.23 0.01
C -0.28 1.41 1.04
C -0.14 0.15 -0.97
C -1.32 -0.67 -1.37
C 1.48 -0.39 0.88
N -0.45 1.59 -1.17
N 0.09 0.07 0.52
I -0.19 2.44 -2.99
H -0.67 3.19 0.07
H -0.21 1.84 2.01
H 0.73 0.06 -1.52
H -2.25 -0.23 -1.19
H -1.35 -1.70 -0.76
H -1.15 -0.81 -2.45
H 1.91 0.54 1.14
H 1.37 -1.10 1.66
H 1.95 -0.79 0.04
H -0.53 -0.56 0.90
```

Results of the Löwdin charge analysis, in e, for atoms 1 through 6: -0.167, -0.024, -0.349, -0.003, 0.084, -0.547

Entry 10:
The following is a quantum chemistry calculation of an isolated ion of composition C4H13N2 and charge +1, from OMol25.

Values from the calculation:
total charge: +1
HOMO level: -14.6 eV
SMILES: CC[C@@](C)(N)[NH3+]
maximum force: 6.06 eV/A
calculated total energy: -269.429601 Eh
energy above the lowest of the compared OMol25 structures with the same formula, charge and spin: 44.6 kcal per mole
LUMO level: -0.126 Ha

```
19
C4H13N2 | OMol25 | ωB97M-V with the def2-TZVPD basis set
C 0.68 -1.60 1.20
C -0.60 -0.52 -1.52
C 0.97 -0.15 0.71
C -0.12 0.43 -0.12
N -1.36 0.70 0.59
N 0.36 1.72 -0.72
H 1.32 -1.92 1.97
H 0.64 -2.32 0.39
H -0.32 -1.71 1.55
H -1.59 -0.33 -1.84
H -0.71 -1.54 -1.08
H 0.22 -0.31 -2.22
H 0.98 0.52 1.51
H 1.76 -0.09 0.08
H -1.34 0.69 1.61
H -2.10 0.11 0.26
H -0.19 2.22 -1.44
H 0.09 2.39 0.07
H 1.31 1.71 -0.98
```

Results of the Löwdin charge analysis, in e, for atoms 1 through 6: -0.030, 0.054, -0.152, -0.520, 0.092, 0.222

Entry 11:
The following is a quantum chemistry calculation of a 2-piece molecular cluster, C7H15N overall, from OMol25.

Values from the calculation:
HOMO level: -8.7 eV
SMILES: C/C=C/C.C=NCC
maximum force: 2.01 eV/A
calculated total energy: -330.398083 Eh
energy above the lowest of the compared OMol25 structures with the same formula, charge and spin: 43.8 kcal per mole
LUMO level: 0.040 Ha

```
23
C7H15N | OMol25 | ωB97M-V with the def2-TZVPD basis set
C 0.54 -2.24 0.70
C 1.97 -1.72 1.14
C 3.32 0.11 0.91
N 2.20 -0.39 0.56
H 0.34 -3.26 1.08
H -0.25 -1.56 1.07
H 0.47 -2.26 -0.38
H 2.77 -2.43 0.83
H 2.05 -1.62 2.23
H 3.93 -0.27 1.75
H 3.68 0.99 0.35
C -2.44 1.07 -0.74
C -1.13 1.30 -0.98
C -0.20 0.35 -1.71
C -3.29 2.08 0.01
H -2.93 0.23 -1.27
H -0.68 2.20 -0.58
H 0.45 0.85 -2.43
H 0.45 -0.05 -0.92
H -0.74 -0.50 -2.17
H -2.63 2.89 0.33
H -3.80 1.69 0.89
H -4.06 2.53 -0.65
```

Results of the Löwdin charge analysis, in e, for atoms 1 through 6: -0.097, -0.284, -0.064, -0.049, 0.065, 0.070

- Among the records above, which one has the lowest maximum force?
  C20H21ClF3N5O5S